1.
A structure of composition C21H32N10O4SbTi in a non-equilibrium geometry. Source: OMol25; level of theory: ωB97M-V with the def2-TZVPD basis set.

Calculated values
Kohn-Sham gap (alpha / beta) in eV: 6.600 / 6.604
Net charge: 0
Spin multiplicity: 2
E in eV: -75038.84149

Cartesian coordinates (Å):
N  -0.612  2.314  -1.044
H  -0.743  -4.538  2.401
H  -1.179  -3.581  -1.955
H  -3.183  0.268  -1.208
H  4.033  -0.072  2.003
C  4.067  3.650  0.949
C  -1.790  2.575  -1.659
H  0.482  -4.467  1.175
C  -2.089  -3.050  -1.686
H  -2.295  -3.119  3.119
H  5.040  3.300  1.174
C  1.526  -1.866  -0.869
C  2.498  -2.252  0.240
C  -1.796  -1.539  -1.495
C  1.434  4.508  0.525
H  0.440  -1.228  3.073
H  -3.794  2.972  -1.387
N  -0.309  3.254  -2.982
H  -1.438  -4.580  0.883
C  1.421  -3.102  -1.798
N  -4.052  1.241  2.027
H  -2.349  -1.457  2.703
O  4.142  0.814  1.690
C  -3.134  -0.819  -0.979
H  2.379  6.505  0.203
H  0.826  -2.871  -2.722
H  -0.988  0.141  -2.676
C  -0.036  4.851  0.576
C  -2.118  -2.384  2.312
N  -1.640  3.086  -2.862
C  0.414  -2.321  2.777
H  -2.799  -3.126  -2.506
N  1.713  3.293  0.946
O  -0.766  3.938  1.111
C  2.496  5.434  0.367
N  -2.105  1.584  1.104
H  -0.648  -1.425  -3.394
H  -2.902  -2.592  1.599
C  -0.620  -2.610  1.749
N  0.286  2.742  -1.973
H  2.416  -3.434  -2.188
C  -3.090  2.016  0.324
H  1.457  -2.615  2.562
H  -3.276  -0.956  0.066
N  -4.218  1.865  0.875
H  3.485  -2.422  -0.161
C  2.063  -0.709  -1.743
C  3.804  4.968  0.546
H  4.655  5.596  0.318
H  3.014  -1.040  -2.205
N  -2.737  1.094  2.193
O  -0.534  5.804  0.111
C  2.975  1.446  1.648
H  2.189  0.170  -1.105
O  1.896  0.967  1.908
H  -2.225  -0.680  -3.470
C  2.944  2.849  1.095
C  -0.563  -4.106  1.446
H  1.333  -0.434  -2.510
H  2.305  -3.199  0.751
H  2.496  -1.488  0.977
C  -1.389  -0.861  -2.802
H  0.145  -2.831  3.672
Sb  -0.308  -1.144  -0.004
H  0.961  -3.999  -1.388
H  -2.567  -3.431  -0.767
Ti  -0.124  1.999  0.830
H  -3.944  -1.362  -1.492
N  -2.973  2.468  -0.999

Charges per atom according to Mulliken partitioning, unit e: number 1, N, carries 1.51; number 2, H, carries 0.72; number 3, H, carries 0.21; number 4, H, carries 0.20; number 5, H, carries 0.39; number 6, C, carries -0.75; number 7, C, carries 0.07; number 8, H, carries 0.18; number 9, C, carries -1.54; number 10, H, carries 0.44; number 11, H, carries 0.58; number 12, C, carries 2.00; number 13, C, carries -1.93; number 14, C, carries 1.71; number 15, C, carries 0.64; number 16, H, carries 0.12; number 17, H, carries 0.25; number 18, N, carries -0.67; number 19, H, carries 0.24; number 20, C, carries -1.77; number 21, N, carries -0.64; number 22, H, carries 0.50; number 23, O, carries -0.45; number 24, C, carries -1.52; number 25, H, carries 0.49; number 26, H, carries 0.30; number 27, H, carries 0.12; number 28, C, carries 0.29; number 29, C, carries -1.79; number 30, N, carries -0.49; number 31, C, carries -1.56; number 32, H, carries 0.59; number 33, N, carries 0.20; number 34, O, carries -0.48; number 35, C, carries -0.79; number 36, N, carries 1.39; number 37, H, carries 0.34; number 38, H, carries 0.40; number 39, C, carries 1.62; number 40, N, carries -0.59; number 41, H, carries 0.46; number 42, C, carries -0.13; number 43, H, carries 0.29; number 44, H, carries 0.27; number 45, N, carries -0.37; number 46, H, carries 0.63; number 47, C, carries -1.56; number 48, C, carries -0.34; number 49, H, carries 0.43; number 50, H, carries 0.49; number 51, N, carries -0.74; number 52, O, carries -0.60; number 53, C, carries 0.21; number 54, H, carries 0.17; number 55, O, carries -0.38; number 56, H, carries 0.47; number 57, C, carries 0.47; number 58, C, carries -1.80; number 59, H, carries 0.30; number 60, H, carries 0.23; number 61, H, carries 0.02; number 62, C, carries -1.59; number 63, H, carries 0.52; number 64, Sb, carries 0.66; number 65, H, carries 0.34; number 66, H, carries 0.25; number 67, Ti, carries 0.17; number 68, H, carries 0.58; number 69, N, carries 0.05

=====

2.
A structure of composition C21H32N3O3ReS3Si in a non-equilibrium geometry. Source: OMol25; level of theory: ωB97M-V with the def2-TZVPD basis set.

Calculated values
Kohn-Sham gap (alpha / beta) in eV: 7.947 / 6.295
Net charge: +1
Spin multiplicity: 4
E in eV: -75417.43775

Cartesian coordinates (Å):
H  -3.380  1.245  -2.639
S  -2.562  -2.212  -1.676
C  -0.305  -3.280  1.283
H  -0.517  0.647  -5.006
H  -0.029  -4.339  -2.150
H  -2.324  -4.422  -2.233
H  3.152  -1.693  1.101
C  4.935  3.032  3.760
S  -1.206  0.567  -2.674
C  2.788  -1.098  1.948
H  5.941  3.405  3.476
H  4.092  4.104  1.281
H  -0.780  2.508  1.644
C  3.732  3.098  1.474
H  -4.817  -0.261  1.768
H  -0.734  0.414  3.257
H  -3.139  0.411  -4.221
C  1.416  0.520  -0.055
C  2.884  2.494  0.527
H  -1.937  -0.876  3.334
C  -4.416  0.664  1.381
H  -2.534  3.239  1.735
C  -1.918  -3.576  -2.797
C  0.152  -1.273  -4.262
C  -0.082  0.180  -4.100
C  -0.428  -3.671  -2.923
H  -0.724  -1.758  -4.744
C  -0.790  -4.318  3.157
H  4.391  3.902  4.187
H  -4.729  0.788  0.311
H  0.845  0.684  -3.832
Si  -2.573  0.799  1.521
H  -4.919  1.481  1.950
H  -4.329  -0.717  -1.775
H  2.541  2.447  -1.640
H  3.369  -1.418  2.822
C  -1.814  0.213  3.149
O  0.561  -0.236  0.598
N  -1.543  -4.594  3.987
H  -4.087  -1.608  -3.378
C  -3.618  -0.959  -2.611
C  2.385  1.180  0.754
O  -2.063  -0.223  0.180
H  -1.725  2.880  0.162
O  1.439  0.590  -1.301
H  -0.061  -3.918  -3.914
C  -2.995  0.317  -3.126
N  0.074  -4.076  2.206
H  5.030  2.250  4.508
Re  -0.712  -1.007  -0.857
C  2.984  0.424  1.789
H  1.459  3.595  -0.839
H  -2.341  0.805  3.924
H  3.995  0.532  3.692
N  -0.511  -2.565  0.373
C  4.171  2.400  2.629
H  1.692  -1.332  2.086
C  -1.825  2.529  1.195
H  3.190  3.978  -1.073
H  -2.451  -3.526  -3.797
C  3.741  1.076  2.767
H  1.015  -1.514  -4.873
C  2.495  3.160  -0.804
S  0.450  -2.087  -2.612

Charges per atom according to Mulliken partitioning, unit e: number 1, H, carries 0.40; number 2, S, carries 0.12; number 3, C, carries 0.71; number 4, H, carries 0.57; number 5, H, carries 0.38; number 6, H, carries 0.48; number 7, H, carries 0.27; number 8, C, carries -1.36; number 9, S, carries 0.09; number 10, C, carries -1.09; number 11, H, carries 0.32; number 12, H, carries 0.44; number 13, H, carries 0.16; number 14, C, carries -0.78; number 15, H, carries 0.33; number 16, H, carries 0.19; number 17, H, carries 0.41; number 18, C, carries 0.98; number 19, C, carries 0.75; number 20, H, carries 0.30; number 21, C, carries -1.07; number 22, H, carries 0.42; number 23, C, carries -0.73; number 24, C, carries -0.56; number 25, C, carries -0.89; number 26, C, carries -0.75; number 27, H, carries 0.35; number 28, C, carries 0.43; number 29, H, carries 0.30; number 30, H, carries 0.24; number 31, H, carries 0.24; number 32, Si, carries 0.52; number 33, H, carries 0.37; number 34, H, carries 0.23; number 35, H, carries 0.20; number 36, H, carries 0.44; number 37, C, carries -0.94; number 38, O, carries -0.74; number 39, N, carries -0.48; number 40, H, carries 0.57; number 41, C, carries -0.68; number 42, C, carries 0.25; number 43, O, carries -0.31; number 44, H, carries 0.31; number 45, O, carries -0.65; number 46, H, carries 0.59; number 47, C, carries -0.64; number 48, N, carries -0.68; number 49, H, carries 0.34; number 50, Re, carries 1.22; number 51, C, carries 0.29; number 52, H, carries 0.25; number 53, H, carries 0.39; number 54, H, carries 0.19; number 55, N, carries -0.47; number 56, C, carries 0.81; number 57, H, carries 0.02; number 58, C, carries -0.91; number 59, H, carries 0.40; number 60, H, carries 0.36; number 61, C, carries -0.99; number 62, H, carries 0.51; number 63, C, carries -1.40; number 64, S, carries 0.00

=====

3.
A cluster of 2 separate species, C21H32N4O10 in total in a non-equilibrium geometry. Source: OMol25; level of theory: ωB97M-V with the def2-TZVPD basis set.

Calculated values
Kohn-Sham gap in eV: 9.021
Net charge: 0
Structure (SMILES): CC(=O)N[C@H]1[C@@H](OC(N)=O)O[C@H](CO)[C@@H](O)[C@@H]1O.CNC(=O)[C@H](Cc1ccc(O)cc1)NC(C)=O
E in eV: -48733.87121

Cartesian coordinates (Å):
H  -4.278  1.612  2.054
O  -0.577  4.650  0.373
O  -2.633  1.400  0.505
H  1.820  -0.512  -0.576
C  0.264  -1.330  0.644
H  6.244  -2.798  -1.778
H  1.447  3.436  -3.979
O  -4.383  -0.505  -2.128
H  -4.233  1.844  -0.772
O  -5.122  1.303  1.680
H  -4.428  -0.566  1.087
N  -0.361  2.159  -2.381
C  5.811  -3.737  -1.427
H  1.066  0.476  1.521
H  -0.766  0.709  3.190
H  2.881  -0.915  1.628
C  -0.773  -0.116  2.494
C  3.697  -2.613  2.334
H  -0.735  2.224  0.412
H  -5.725  0.111  0.089
H  -2.803  -0.858  -0.840
H  -0.810  -3.075  -0.047
C  -1.616  2.097  -0.233
C  4.105  -1.905  3.604
H  -4.017  -1.038  -2.859
O  -2.182  3.363  -0.593
H  2.117  -3.388  0.334
C  1.407  -1.494  -0.347
N  4.649  -3.459  -0.584
C  -1.838  -1.043  2.504
O  1.518  2.045  -1.147
H  1.146  4.613  -2.675
O  -1.776  -0.272  -3.198
N  3.061  -1.884  1.421
C  -1.739  4.327  0.215
H  4.628  -2.610  4.248
H  -2.678  -2.803  1.590
H  5.505  -4.326  -2.294
H  -3.601  5.022  0.485
H  -0.992  0.096  -3.644
O  3.963  -3.799  2.178
C  -3.772  0.983  -0.276
O  -2.850  -0.917  3.401
H  4.589  -3.911  0.323
H  -2.315  5.984  1.166
C  -1.145  1.307  -1.475
C  3.669  -2.603  -0.897
H  -2.832  1.479  -2.800
C  -1.855  -2.104  1.577
H  -0.876  2.783  -2.997
C  -3.297  -0.015  -1.336
C  -4.818  0.359  0.649
C  0.925  2.560  -2.082
H  2.657  3.675  -2.700
C  0.267  -0.253  1.554
C  2.546  -2.403  0.146
H  -0.527  0.482  -1.111
C  1.585  3.641  -2.915
O  3.686  -1.966  -1.946
C  -2.302  0.684  -2.263
C  -0.801  -2.252  0.654
H  4.765  -1.075  3.359
H  3.216  -1.537  4.112
H  6.563  -4.289  -0.862
H  -2.683  -0.226  4.042
N  -2.662  5.081  0.862
H  1.007  -1.904  -1.276

Charges per atom according to Mulliken partitioning, unit e: number 1, H, carries 0.36; number 2, O, carries -0.62; number 3, O, carries -0.15; number 4, H, carries 0.26; number 5, C, carries 0.43; number 6, H, carries 0.32; number 7, H, carries 0.37; number 8, O, carries -0.64; number 9, H, carries 0.39; number 10, O, carries -0.65; number 11, H, carries 0.18; number 12, N, carries 0.07; number 13, C, carries -0.99; number 14, H, carries 0.30; number 15, H, carries 0.32; number 16, H, carries 0.27; number 17, C, carries -0.78; number 18, C, carries 0.84; number 19, H, carries 1.00; number 20, H, carries 0.43; number 21, H, carries -0.17; number 22, H, carries 0.51; number 23, C, carries -0.91; number 24, C, carries -1.26; number 25, H, carries 0.43; number 26, O, carries -0.48; number 27, H, carries 0.34; number 28, C, carries -1.84; number 29, N, carries -0.08; number 30, C, carries 0.82; number 31, O, carries -0.54; number 32, H, carries 0.33; number 33, O, carries -0.63; number 34, N, carries -0.08; number 35, C, carries 0.69; number 36, H, carries 0.34; number 37, H, carries 0.46; number 38, H, carries 0.29; number 39, H, carries 0.24; number 40, H, carries 0.46; number 41, O, carries -0.74; number 42, C, carries 0.24; number 43, O, carries -0.58; number 44, H, carries 0.30; number 45, H, carries 0.28; number 46, C, carries 0.89; number 47, C, carries 0.14; number 48, H, carries 0.36; number 49, C, carries -0.65; number 50, H, carries 0.34; number 51, C, carries 0.29; number 52, C, carries -0.78; number 53, C, carries 0.69; number 54, H, carries 0.34; number 55, C, carries -0.38; number 56, C, carries 0.41; number 57, H, carries -0.50; number 58, C, carries -1.36; number 59, O, carries -0.68; number 60, C, carries -0.50; number 61, C, carries -0.17; number 62, H, carries 0.33; number 63, H, carries 0.31; number 64, H, carries 0.36; number 65, H, carries 0.32; number 66, N, carries -0.49; number 67, H, carries 0.57